C4H3N3O | ωB97M-V with the def2-TZVPD basis set

SMILES: O=c1cnccnn1
Energy above the lowest of the compared OMol25 structures with the same formula, charge and spin in kcal/mol: 113.41
HOMO in eV: -10.055
LUMO in eV: -0.68
Largest force on an atom in Eh/bohr: 0.1237

Geometry as ORCA input:
```
! RIJCOSX wB97M-V def2-TZVPD def2/J DEFGRID3
* xyz 0 1
O 0.544 -2.047 0.068
C -0.300 -1.113 -0.085
C -1.142 -0.140 0.934
N -0.701 0.986 1.468
C 0.465 1.286 0.787
C 0.999 0.936 -0.385
N 0.315 0.588 -1.478
N -0.465 -0.441 -1.352
H -2.162 -0.460 0.934
H 1.478 1.820 1.233
H 2.163 1.269 -0.690
*
```